Entry from the OMol25 dataset: a molecular structure, C18H48Hg2O22 in a non-equilibrium geometry (ωB97M-V/def2-TZVPD).

The geometry in ORCA input format:
```
! RIJCOSX wB97M-V def2-TZVPD def2/J DEFGRID3
* xyz 0 1
Hg -14.1574 16.4564 -4.6639
Hg -16.7345 14.7367 -2.1286
O -16.1962 17.7609 -4.3334
O -19.0466 14.5012 -1.3027
O -17.5549 21.1170 0.1835
O -14.5124 15.5632 -2.4445
O -11.7127 16.9530 -4.8426
O -16.4195 19.1267 -1.7955
O -16.4567 15.6281 -4.6797
O -17.6318 16.6245 -3.0554
O -15.7835 20.4026 -5.0732
O -13.5949 18.3521 -3.1477
O -14.0925 18.0519 -6.4754
O -20.2067 17.4906 -2.7245
O -18.2995 14.2680 -6.1980
O -16.8840 13.4378 -0.0924
O -17.4551 13.1150 -3.6507
O -13.3746 14.3673 -3.8249
O -13.7166 16.5809 -0.0162
O -15.2314 22.5823 -6.5990
O -14.6378 13.3866 -2.2022
O -21.8547 16.4328 -5.0451
O -16.5166 16.5115 -0.4179
O -13.9304 15.1132 -6.6898
C -20.6986 18.1991 -3.8508
C -11.3683 18.1697 -4.1373
C -17.6948 19.7546 -1.8338
C -20.7953 17.3758 -5.1151
C -14.5077 15.9845 -7.6906
C -17.5967 21.1331 -1.2414
C -16.5583 22.1056 -6.5424
C -19.1660 13.9871 -5.1284
C -19.2779 13.4441 -0.3638
C -18.7065 12.8146 -4.2807
C -13.7891 17.3089 -7.6616
C -14.5669 16.0795 0.9782
C -15.9575 16.6998 0.8832
C -16.9122 16.7240 -4.1369
C -13.9768 14.3761 -2.6701
C -12.1792 18.3223 -2.8745
C -18.0375 12.5901 -0.3306
C -16.5734 20.6366 -6.2209
H -16.7151 21.6533 -1.6319
H -21.6963 15.8302 -4.3117
H -19.4877 13.8648 0.6255
H -18.4696 19.0957 -1.4340
H -14.6268 14.9836 0.9209
H -13.9255 18.9876 -6.6310
H -20.1584 12.8426 -0.6139
H -11.9207 19.2786 -2.4167
H -17.1529 22.7170 -5.8473
H -17.0852 22.3054 -7.4784
H -19.8465 16.8986 -5.3846
H -12.7201 17.1357 -7.8212
H -14.1158 17.8971 -8.5246
H -17.5328 14.7153 -5.7791
H -19.8764 14.9880 -1.3772
H -18.5181 11.9510 -4.9236
H -16.7378 13.0293 -4.2891
H -16.4288 13.0608 0.6646
H -16.6406 16.2595 1.6134
H -20.1702 13.7712 -5.5024
H -14.8556 22.4888 -5.7181
H -11.6607 18.9887 -4.8086
H -18.0767 11.8027 0.4210
H -14.3176 15.5604 -8.6831
H -19.2997 17.2036 -2.9500
H -19.4490 12.6136 -3.5102
H -18.4462 21.7421 -1.5545
H -13.9974 18.9377 -2.4963
H -21.1073 18.0493 -5.9164
H -16.5855 17.3754 -0.8533
H -20.1410 19.1373 -3.9643
H -10.9899 16.8773 -5.4736
H -10.3081 18.2728 -3.9058
H -15.8870 19.4664 -4.8350
H -14.0585 16.2861 -0.8950
H -17.5909 20.2431 -6.1265
H -15.8234 17.7699 1.0548
H -21.7227 18.5082 -3.6197
H -14.1809 16.3488 1.9654
H -17.9823 19.9107 -2.8865
H -19.2446 14.8518 -4.4540
H -14.3715 14.2577 -6.6819
H -16.0921 20.1380 -7.0770
H -16.3411 18.5005 -2.5297
H -17.8471 12.1096 -1.2941
H -12.0068 17.4921 -2.1840
H -15.5867 15.9850 -7.5255
H -16.9729 20.3992 0.4505
*
```

Properties
Calculated total energy, eV: -72835.043
HOMO level, eV: -7.925
LUMO level, eV: -0.06

Mulliken atomic charge list, values in e, 2 entries: 2.5279 2.3363